80
Properties=species:S:1:pos:R:3:forces:R:3 method="wB97M-V/def2-TZVPD" energy_ha=-4456.56832 e_homo_ev="-10.78 / -10.21" homo_lumo_gap_ha="0.27416 / 0.25308" charge=+1 de_lowest_kcal_mol=0.00 max_force_ev_per_a=0.6 multiplicity=2
Mn -1.45447 0.45308 -0.27988 0.3 -0.2 0.1
O -5.64773 -1.90796 0.96956 0.1 -0.1 0.1
C -4.50665 -1.29907 0.61380 -0.3 0.4 -0.2
O -3.98880 -1.46021 -0.45776 0.1 -0.2 0.1
C -4.02897 -0.33910 1.66003 0.0 -0.2 0.0
C -4.73901 -0.22113 2.84242 0.0 0.0 0.1
C -4.28150 0.64352 3.82556 0.0 0.0 0.0
C -3.11887 1.33984 3.58533 0.0 0.0 0.0
C -2.46386 1.16403 2.37251 0.0 0.0 0.0
N -2.90866 0.35607 1.40461 0.1 0.1 -0.1
C -1.15307 1.90823 2.14129 -0.1 0.1 0.0
O -0.75483 2.65579 3.01678 0.0 -0.1 0.0
O -0.59401 1.65899 1.01688 0.0 0.0 0.0
H -5.90866 -2.48137 0.23409 0.0 0.0 0.0
H -5.63316 -0.80782 2.98371 0.0 0.0 0.0
H -4.82098 0.75545 4.75668 0.0 0.0 0.0
H -2.67770 2.02384 4.29621 0.0 0.0 0.0
S -5.81964 1.95933 -6.17378 -0.1 0.0 0.0
N -5.46164 2.86157 -4.88750 0.1 0.0 0.0
C -4.64534 2.14405 -4.13537 0.0 0.0 0.1
C -4.05088 2.57827 -2.88259 -0.1 0.0 -0.1
C -4.25547 3.83136 -2.30842 0.0 0.0 0.0
C -3.60807 4.12779 -1.12992 0.0 0.0 0.0
C -2.77541 3.17549 -0.55025 0.0 0.0 0.0
N -2.58539 1.97116 -1.07749 0.1 0.1 -0.1
C -3.21352 1.67679 -2.23137 0.0 -0.1 0.0
C -2.94639 0.34979 -2.77176 0.0 0.0 0.0
N -2.13815 -0.42595 -2.03333 0.1 0.1 0.0
C -1.83053 -1.63059 -2.49142 0.0 0.0 0.1
C -2.32402 -2.12701 -3.69229 0.0 0.0 0.0
C -3.17142 -1.34511 -4.44613 0.0 0.0 0.0
C -3.49262 -0.07211 -3.98179 -0.1 0.0 -0.1
C -4.36961 0.85712 -4.67304 0.0 0.0 0.1
N -4.98292 0.62778 -5.82102 0.1 0.0 0.0
H -4.90241 4.54679 -2.79933 0.0 0.0 0.0
H -3.72563 5.08968 -0.65100 0.0 0.0 0.0
H -2.22839 3.39737 0.35565 0.0 0.0 0.0
H -1.17699 -2.22315 -1.86431 0.0 0.0 0.0
H -2.04384 -3.11980 -4.01483 0.0 0.0 0.0
H -3.58409 -1.69309 -5.38417 0.0 0.0 0.0
S 0.67356 0.60486 -1.44464 -0.3 0.2 -0.3
C 1.69259 -0.01403 -0.28077 0.1 0.2 0.0
N 2.92161 0.42470 -0.07959 0.1 0.0 0.1
C 3.78558 -0.17855 0.93610 0.0 0.1 0.0
C 3.54268 -1.65701 0.96594 -0.1 -0.1 0.0
N 2.11593 -1.89577 1.18492 0.1 -0.1 0.0
C 1.77917 -2.98666 2.11096 0.0 0.0 0.0
C 2.18335 -2.61119 3.51584 0.0 0.0 0.0
C 3.11632 -3.36324 4.21648 0.0 0.0 0.0
C 3.48905 -2.99414 5.50373 0.0 0.0 0.0
C 2.93481 -1.86617 6.08886 0.0 0.0 0.0
C 2.00229 -1.10719 5.38964 0.0 0.0 0.0
C 1.62649 -1.47880 4.10920 0.0 0.0 0.0
C 1.20880 -1.14767 0.58106 -0.1 0.0 0.2
S -0.43385 -1.38213 0.74285 -0.1 -0.3 0.1
C 3.50932 1.55813 -0.80576 0.0 0.0 0.0
C 4.55360 1.08632 -1.78796 0.0 0.0 0.0
C 4.21379 0.17770 -2.78914 0.0 0.0 0.0
C 5.17421 -0.26403 -3.68488 0.0 0.0 0.0
C 6.48163 0.20001 -3.59124 0.0 0.0 0.0
C 6.82362 1.10590 -2.59946 0.0 0.0 0.0
C 5.86135 1.54472 -1.69813 0.0 0.0 0.0
H 3.57354 0.26973 1.91057 0.0 0.0 0.0
H 4.81879 0.03048 0.66478 0.0 0.0 0.0
H 4.09040 -2.11611 1.78611 0.0 0.0 0.0
H 3.85437 -2.11945 0.02559 0.0 0.0 0.0
H 2.30080 -3.88650 1.77999 0.0 0.0 0.0
H 0.71172 -3.16769 2.04104 0.0 0.0 0.0
H 3.55030 -4.24617 3.75968 0.0 0.0 0.0
H 4.21397 -3.58741 6.04534 0.0 0.0 0.0
H 3.22639 -1.57653 7.08977 0.0 0.0 0.0
H 1.56596 -0.22744 5.84456 0.0 0.0 0.0
H 0.89467 -0.88809 3.56667 0.0 0.0 0.0
H 3.95945 2.21702 -0.06109 0.0 0.0 0.0
H 2.70382 2.09683 -1.29545 0.0 0.0 0.0
H 3.19034 -0.17212 -2.87397 0.0 0.0 0.0
H 4.90332 -0.96480 -4.46395 0.0 0.0 0.0
H 7.22972 -0.14329 -4.29352 0.0 0.0 0.0
H 7.83911 1.47190 -2.52334 0.0 0.0 0.0
H 6.13073 2.25415 -0.92317 0.0 0.0 0.0

86
Properties=species:S:1:pos:R:3:forces:R:3 method="wB97M-V/def2-TZVPD" energy_ha=-5685.33484 e_homo_ev=-1.08 homo_lumo_gap_ha=0.18698 charge=-2 de_lowest_kcal_mol=0.00 max_force_ev_per_a=4.5
O 3.60336 3.11153 -2.00790 -1.1 -0.7 0.4
C 2.66666 2.44049 -1.92706 1.8 1.2 -1.1
Co 1.30699 1.34229 -1.87724 -0.4 0.2 4.5
C 1.98514 0.42948 -0.53273 1.2 -1.0 3.2
O 2.52655 -0.04248 0.38013 -1.1 0.8 -2.3
C 0.10682 2.46801 -1.29283 -2.0 1.4 1.9
O -0.64441 3.21155 -0.81798 1.2 -0.8 -1.1
C 0.54102 1.05723 -3.45695 1.4 -0.3 -4.3
C 1.77798 0.34515 -3.25190 0.4 -0.3 -3.3
C 2.93849 -0.11861 -3.82081 -0.5 0.3 -0.6
C 4.06663 -0.75710 -3.16509 0.3 0.0 -0.1
C 5.37949 -0.58452 -3.68392 -0.3 -0.1 0.3
C 6.48248 -1.15005 -3.05337 -0.2 -0.3 0.2
C 6.32006 -1.92963 -1.89300 -0.2 0.2 0.0
C 5.03292 -2.09841 -1.36327 0.1 0.0 -0.3
C 3.92532 -1.57122 -2.02398 0.0 0.1 -0.1
Co -0.14989 -0.60284 -3.06787 -0.8 -0.2 1.8
C 0.17176 -1.87436 -1.92564 0.1 -2.3 1.1
O 0.37787 -2.71440 -1.14777 -0.2 1.2 -0.8
C -0.61536 -1.33915 -4.58628 0.9 -0.2 -0.8
O -1.02254 -1.84920 -5.54775 -0.1 0.3 0.6
P -2.15518 -0.01460 -2.49433 0.2 0.0 0.5
C -2.53850 0.23310 -0.71718 -0.3 -0.1 0.1
C -3.84554 0.43157 -0.22994 0.3 0.3 0.5
C -4.03316 0.83600 1.09983 0.1 -0.2 -0.2
C -2.92721 1.00152 1.94213 0.0 0.0 -0.2
C -1.65298 0.68436 1.47982 0.0 -0.1 0.3
C -1.46114 0.27362 0.16687 -0.1 -0.1 0.0
C -2.64707 1.58106 -3.25250 -0.6 0.1 0.1
C -3.13020 2.65842 -2.49523 -0.1 0.1 -0.4
C -3.49940 3.84683 -3.12675 0.0 -0.1 -0.3
C -3.39453 3.96593 -4.51610 0.1 0.0 0.1
C -2.85720 2.91752 -5.27069 -0.1 -0.2 0.3
C -2.49463 1.72256 -4.64114 -0.1 0.4 0.1
C -3.51678 -1.17493 -2.90151 -0.4 0.2 -0.1
C -4.65084 -0.79719 -3.63494 0.0 -0.6 0.0
C -5.65522 -1.73939 -3.89350 0.2 -0.1 0.1
C -5.53768 -3.04807 -3.41305 0.1 0.2 0.0
C -4.41970 -3.41579 -2.65643 0.1 0.3 0.0
C -3.41684 -2.47928 -2.39121 -0.3 -0.1 -0.3
H 0.22515 1.75080 -4.22148 0.2 0.2 -0.1
H 3.07732 0.14056 -4.87835 0.0 -0.3 0.1
H 5.49401 0.01384 -4.59044 0.1 -0.1 0.3
H 7.48380 -0.98586 -3.45616 -0.2 -0.1 0.0
H 7.17644 -2.41438 -1.41817 -0.2 0.3 -0.1
H 4.87874 -2.65228 -0.43519 0.1 0.0 -0.3
H 2.91578 -1.83054 -1.70480 0.3 0.2 0.1
H -4.70821 0.28764 -0.88420 0.2 0.1 0.1
H -5.03993 1.02210 1.48213 0.2 -0.1 -0.2
H -3.03930 1.37156 2.96469 -0.1 -0.2 -0.3
H -0.78783 0.77307 2.13514 -0.2 0.1 0.0
H -0.45422 -0.00921 -0.16828 -0.7 0.3 0.1
H -3.24241 2.57557 -1.41607 0.1 0.0 -0.3
H -3.86637 4.68442 -2.52884 0.1 -0.3 -0.2
H -3.72417 4.88143 -5.01161 0.2 -0.2 0.1
H -2.70958 3.02457 -6.34665 -0.1 0.0 0.3
H -2.08303 0.89823 -5.22700 -0.1 0.2 0.2
H -4.75213 0.22356 -4.00765 0.1 -0.3 0.1
H -6.53053 -1.44768 -4.47642 0.2 -0.1 0.2
H -6.32012 -3.78143 -3.61936 0.2 0.2 0.0
H -4.32245 -4.43367 -2.27641 0.0 0.3 -0.1
H -2.55141 -2.76000 -1.78508 -0.2 0.1 -0.2
C 2.54989 -2.44351 7.43724 -0.3 -0.4 0.4
C 3.53903 -1.83361 6.48076 0.0 1.1 -0.8
N 2.85119 -0.86729 5.55821 0.2 -0.2 1.7
C 2.51401 -1.30877 4.25014 -0.5 -0.7 -1.1
O 2.69885 -2.49400 3.92842 0.5 0.4 0.6
C 1.97048 -0.32189 3.40535 -0.3 0.3 1.2
C 1.26746 0.73959 3.98858 -0.3 0.1 -1.5
O 0.58265 1.58548 3.36734 0.3 -0.2 0.5
N 1.27845 0.80543 5.39972 0.4 1.2 1.8
C 0.40560 1.81615 6.07603 0.9 -0.3 -0.7
C -0.48725 1.12926 7.07426 -0.4 -0.1 0.4
C 2.27586 0.23422 6.15139 -0.5 -0.8 -1.4
S 2.71858 0.78417 7.67446 0.2 0.3 0.2
H 3.00822 -3.29127 7.95359 0.0 0.0 0.0
H 2.23279 -1.71225 8.19131 0.0 -0.3 -0.3
H 1.67153 -2.80429 6.89352 0.1 0.0 0.1
H 4.26687 -1.22234 7.02757 0.0 -0.4 -0.1
H 4.02484 -2.57944 5.84767 -0.2 0.2 0.1
H 1.83665 -0.51304 2.36496 0.0 -0.1 -0.2
H 1.06850 2.54167 6.56506 -0.3 0.0 -0.2
H -0.17533 2.28290 5.27916 0.2 0.0 0.1
H -1.25433 1.82760 7.42516 0.0 -0.1 0.0
H -0.98247 0.27904 6.59312 0.0 0.1 0.1
H 0.07486 0.77690 7.94626 -0.1 0.0 -0.2

13
Properties=species:S:1:pos:R:3:forces:R:3 method="wB97M-V/def2-TZVPD" energy_ha=-609.19649 e_homo_ev=-2.92 homo_lumo_gap_ha=0.25965 charge=-1 de_lowest_kcal_mol=17.25 max_force_ev_per_a=4.7
C 0.95667 1.33427 0.35396 1.3 -2.4 -3.9
C -0.29580 0.56425 -0.01314 0.1 -0.2 -1.0
S -0.57001 -0.78325 1.20110 -0.3 0.1 -0.6
N 2.26680 0.55685 0.22024 -1.2 -1.3 -0.1
H 0.74391 1.67666 1.26958 0.3 1.4 3.7
H 1.05164 2.11435 -0.36430 0.1 1.2 -0.4
H -0.13548 0.32711 -1.09644 -0.2 -0.8 0.6
H -1.13569 1.27560 -0.10473 0.1 -0.1 0.6
H 2.39667 0.22987 -0.79191 -0.6 0.8 1.8
H 2.06944 -0.35274 0.73074 0.3 1.2 -0.6
H -2.26928 -2.84961 0.02110 -0.7 0.1 -2.1
H -2.44246 -1.59694 -0.55676 0.0 0.5 -0.6
O -2.63642 -2.49642 -0.86943 0.8 -0.6 2.7

85
Properties=species:S:1:pos:R:3:forces:R:3 method="wB97M-V/def2-TZVPD" energy_ha=-2245.22055 e_homo_ev=-8.09 homo_lumo_gap_ha=0.31519 smiles="CC[C@@H](F)c1c(CCCCCOC)cc(N=C(C)C)c2c1N(C(F)(F)F)c1ccccc1S2.CCN(CC)CC" charge=0 de_lowest_kcal_mol=101.46 max_force_ev_per_a=4.1
C 2.58638 2.79597 2.85088 -0.1 -1.0 -0.9
C 2.63368 1.39779 2.05527 0.6 0.5 0.3
C 2.50346 1.63883 0.48804 -0.9 -0.6 1.6
F 3.11891 0.52137 -0.13800 -0.2 1.2 0.0
C 1.00038 1.68189 0.02617 -1.6 0.6 -0.7
C 0.14688 0.46230 0.05244 -0.5 1.4 -0.4
C 0.66507 -0.96018 0.49743 -0.7 0.8 0.1
C 0.72891 -1.99034 -0.71104 0.3 -0.9 1.0
C 2.19720 -2.26609 -1.24799 -0.3 -0.7 -0.7
C 2.40038 -1.87184 -2.77707 0.8 0.1 -0.3
C 3.46740 -0.73718 -3.00351 -0.4 0.3 -0.5
O 4.63496 -0.89048 -2.17312 -0.8 1.0 -0.5
C 5.41446 0.31948 -2.17322 -0.2 0.4 0.7
C -1.25668 0.56036 -0.34895 1.4 2.3 -0.1
C -1.86994 1.84325 -0.80226 2.5 -2.5 1.4
N -3.27252 1.82566 -1.13180 1.8 1.9 -1.5
C -3.49163 1.75911 -2.40178 -1.0 0.3 -0.5
C -2.59795 1.03305 -3.46357 -0.6 0.2 -0.3
C -4.82512 2.44061 -2.92618 0.4 -1.0 1.3
C -1.00751 3.01861 -0.83805 1.0 -0.3 0.6
C 0.41958 2.96561 -0.44547 -1.0 -3.6 0.9
N 1.33685 4.10669 -0.48350 -1.5 0.6 -1.5
C 1.99163 4.21303 -1.77949 0.3 0.0 -1.6
F 2.05198 5.50590 -2.24350 -0.1 -1.7 0.7
F 3.29811 3.75208 -1.77415 -1.7 0.5 0.3
F 1.35024 3.45631 -2.75659 1.0 1.1 1.3
C 0.71587 5.35861 -0.06747 -0.5 3.6 1.9
C 1.52493 6.28792 0.76146 -1.9 0.5 -0.3
C 0.99983 7.58535 1.21729 -1.6 -1.0 -1.2
C -0.36799 8.03046 0.85512 1.6 -3.0 -1.0
C -1.17903 7.10309 0.05152 1.7 0.2 0.7
C -0.64719 5.79610 -0.38761 1.1 0.1 0.7
S -1.66794 4.63012 -1.36567 0.6 0.1 0.7
H 1.95115 2.68054 3.76411 0.6 0.4 -0.8
H 3.64741 3.05515 3.13447 -1.3 0.0 -0.3
H 2.15863 3.54981 2.12532 0.4 -0.5 1.2
H 3.64887 0.96041 2.29783 -1.1 0.2 -0.7
H 1.87950 0.65896 2.42617 0.5 0.8 -0.4
H 3.04338 2.59928 0.28705 -0.4 -1.2 -0.4
H 1.64231 -0.88827 1.05481 -1.0 -0.2 -1.0
H -0.08008 -1.30939 1.27675 0.7 0.2 -0.9
H 0.36562 -2.97484 -0.28119 0.3 1.1 -0.5
H 0.00330 -1.74472 -1.53569 0.8 0.0 0.8
H 2.37255 -3.38393 -1.20657 -0.2 1.2 0.1
H 2.97289 -1.81923 -0.57218 -0.8 -0.2 -0.9
H 2.72398 -2.75099 -3.41002 -0.4 0.7 0.9
H 1.42739 -1.52596 -3.23882 1.0 -0.2 0.6
H 2.94089 0.25068 -2.82340 0.8 -0.8 0.1
H 3.84958 -0.71463 -4.07167 -0.7 -0.1 0.9
H 5.71057 0.49630 -1.09630 0.1 -0.2 -1.3
H 4.80732 1.22827 -2.46580 0.5 -1.0 0.2
H 6.29559 0.23565 -2.86250 -0.7 0.0 0.7
H -1.91394 -0.33996 -0.31638 0.6 0.8 0.0
H -1.57700 1.49398 -3.56246 -1.0 -0.5 0.1
H -3.14905 1.06708 -4.45011 0.8 0.2 1.0
H -2.51117 -0.06825 -3.22191 0.1 1.3 0.1
H -5.62289 1.64771 -2.88321 0.5 0.8 -0.5
H -5.10799 3.22431 -2.17352 0.3 -0.7 -0.8
H -4.69438 2.90148 -3.93567 -0.1 -0.7 0.8
H 2.55714 5.97606 1.05511 -1.0 0.3 -0.3
H 1.59332 8.29075 1.85052 -0.3 -1.0 -0.7
H -0.72611 9.03372 1.19033 0.2 -1.2 -0.4
H -2.20862 7.45501 -0.21354 1.0 -0.8 0.1
C -2.48389 -3.59884 0.65825 -0.1 0.0 0.0
C -1.87655 -4.91992 1.10991 -0.1 0.1 0.0
N -1.69751 -5.02313 2.55054 0.3 0.0 0.2
C -0.88541 -6.16927 2.94499 0.2 0.0 -0.1
C -1.43857 -7.56708 2.65925 0.0 -0.2 0.1
C -2.88553 -4.79381 3.36216 -0.2 0.3 -0.1
C -4.09618 -5.69994 3.12442 -0.2 -0.1 0.2
H -1.88715 -2.75133 1.00379 0.0 -0.1 0.1
H -2.51756 -3.56253 -0.43337 0.0 0.0 0.0
H -3.50808 -3.47398 1.01622 0.0 0.0 0.0
H -0.89590 -5.00313 0.62984 0.0 -0.2 0.2
H -2.49201 -5.74107 0.71503 0.0 0.0 -0.1
H -0.65344 -6.09271 4.01224 -0.2 0.1 0.0
H 0.08388 -6.08111 2.44200 -0.1 0.1 -0.1
H -2.22435 -7.84197 3.36265 0.0 0.0 -0.1
H -0.64019 -8.30502 2.77482 0.0 0.0 0.0
H -1.82529 -7.66469 1.64394 0.0 0.0 0.0
H -3.20374 -3.75677 3.21686 0.1 0.0 -0.1
H -2.61185 -4.84123 4.42097 0.2 -0.1 -0.1
H -4.29499 -5.86608 2.06402 0.0 0.0 0.0
H -4.98950 -5.23636 3.55348 0.1 0.0 0.0
H -3.98001 -6.66856 3.61078 0.0 0.0 -0.1